Record 1
Below is a structure of composition H26KrO13, with properties calculated with the ωB97M-V functional and the def2-TZVPD basis.

```
40
Properties=species:S:1:pos:R:3:mulliken_charge:R:1
Kr 0.1642 0.3099 0.2398 -0.004
O 2.3492 -2.6571 0.6310 -0.591
H 3.2271 -2.5563 0.2631 0.303
H 2.4443 -2.4084 1.5505 0.272
O 2.4821 -0.5310 2.9875 -0.548
H 3.3289 -0.3597 2.5755 0.290
H 2.3871 0.1640 3.6388 0.255
O -2.1321 -2.3168 -1.9259 -0.698
H -1.5788 -2.7974 -1.3101 0.341
H -2.3998 -1.5328 -1.4464 0.338
O 1.1570 2.5448 -2.3306 -0.653
H 0.2444 2.2686 -2.4146 0.324
H 1.1075 3.4303 -1.9704 0.331
O -3.2295 0.3430 -0.9070 -0.630
H -2.7684 0.9752 -1.4582 0.231
H -3.9905 0.0823 -1.4258 0.282
O 0.0780 -1.3572 -3.4987 -0.708
H -0.5215 -1.8151 -2.9095 0.383
H 0.9064 -1.3244 -3.0202 0.317
O 3.7763 2.1699 -1.3897 -0.610
H 2.8490 2.1575 -1.6267 0.374
H 3.7929 2.5333 -0.5043 0.278
O -2.6487 0.7365 2.4715 -0.591
H -3.5562 1.0211 2.5794 0.274
H -2.1712 1.5360 2.2500 0.261
O -1.2032 1.0375 -2.8671 -0.599
H -0.6805 0.3024 -3.1876 0.377
H -1.5988 1.4119 -3.6542 0.276
O -3.5365 -1.6682 1.0869 -0.580
H -3.5384 -0.8993 0.5168 0.384
H -3.7142 -1.3197 1.9605 0.280
O 1.4861 3.0156 3.6450 -0.605
H 1.8333 3.8915 3.8137 0.306
H 1.8173 2.7895 2.7758 0.301
O -1.0203 -1.0611 3.3979 -0.588
H -0.3972 -0.5991 3.9588 0.288
H -1.4503 -0.3689 2.8958 0.339
O 2.2042 -2.5498 -2.1487 -0.678
H 1.7395 -2.7849 -1.3456 0.377
H 2.7616 -1.8135 -1.8966 0.301
```

E_LUMO, Eh: -0.011
ΔE to the lowest compared entry with this formula, charge and spin, kJ/mol: 98.5
Strongest force on any atom, eV/Å: 1.54

Record 2
Below is a cluster of 12 separate species, H26NO11 in total, with properties calculated with the ωB97M-V functional and the def2-TZVPD basis.

```
38
Properties=species:S:1:pos:R:3:mulliken_charge:R:1
N 23.8890 46.9200 56.5460 0.054
H 23.9430 45.9600 56.1730 0.330
H 23.6440 46.9910 57.5070 0.299
H 23.4980 47.6600 55.9370 0.228
H 24.7960 47.1410 56.8770 0.131
O 21.4440 44.7880 57.1470 -0.573
H 21.4690 44.2540 56.3420 0.308
H 20.7070 45.3230 57.0510 0.273
O 21.2390 48.0100 57.8210 -0.445
H 20.7700 48.7970 57.7960 0.230
H 20.7930 47.6750 56.9750 0.173
O 24.9600 44.4180 54.7080 -0.622
H 25.8540 44.1710 54.7560 0.306
H 24.9780 45.2790 54.3890 0.314
O 21.8730 46.8680 60.1180 -0.591
H 21.1050 46.2300 60.1850 0.328
H 21.5800 47.2970 59.3130 0.257
O 24.9280 48.8240 58.2730 -0.783
H 25.6940 48.3210 58.3250 0.314
H 25.1810 49.5220 57.6330 0.400
O 21.4860 47.2710 53.9530 -0.599
H 21.3480 46.3630 53.5590 0.306
H 20.6790 47.4930 54.4160 0.304
O 25.8940 47.2170 54.2010 -0.555
H 26.3010 47.4810 53.3880 0.281
H 26.6160 47.2930 54.8910 0.265
O 27.2270 47.5100 57.9610 -0.658
H 27.1430 46.5980 58.0860 0.313
H 27.6430 47.6890 56.9960 0.307
O 22.6710 49.8540 55.2570 -0.708
H 22.5150 50.8470 55.1810 0.342
H 22.4980 49.6870 54.2550 0.345
O 22.9380 49.8540 59.8270 -0.616
H 21.9960 49.4560 59.9620 0.305
H 23.4800 49.2240 59.3390 0.364
O 25.2370 49.9400 56.3070 -0.559
H 26.0590 50.0100 55.7810 0.270
H 24.3810 50.1490 55.8030 0.362
```

E_LUMO, Eh: -0.132
ΔE to the lowest compared entry with this formula, charge and spin, kJ/mol: 315.9
Total charge: +1
Strongest force on any atom, eV/Å: 5.09

Record 3
Below is a cluster of 13 separate species, H26O13 in total, with properties calculated with the ωB97M-V functional and the def2-TZVPD basis.

```
39
Properties=species:S:1:pos:R:3:mulliken_charge:R:1
H 0.3594 0.9040 -0.3371 -0.043
H -0.3928 -0.1435 -1.1415 0.400
H -1.1915 0.9639 2.0881 0.331
H -0.2896 1.5302 1.0037 0.264
H 0.3487 -3.1360 1.1076 0.229
H -0.0041 -3.6578 -0.2756 0.354
H -1.5192 -3.0333 -1.3552 0.324
H -2.1741 -3.2671 -0.0038 0.269
H 3.0475 2.6302 -4.6779 0.323
H 2.6002 1.5179 -3.7438 0.305
H 4.5847 1.7868 1.6148 0.308
H 3.5295 2.5769 0.8582 0.298
H -2.6880 2.9413 4.1638 0.303
H -1.7517 3.0812 2.9747 0.317
H 3.0905 -4.2685 -1.1726 0.288
H 1.8091 -3.4935 -1.4324 0.285
H -1.6397 -2.8686 1.7687 0.252
H -1.0712 -1.5008 1.4282 0.364
H -0.1495 2.6881 -0.5837 0.330
H 0.6881 3.4107 -1.6260 0.301
H -2.7600 1.4350 -3.5345 0.285
H -3.7015 0.5880 -2.6941 0.323
H 2.8276 -0.0943 2.7025 0.306
H 2.7226 -0.5417 4.1512 0.301
H -3.6720 -0.0572 -1.1403 0.343
H -2.9303 -1.2575 -0.5752 0.257
O 0.4982 0.1352 -0.9016 -0.472
O -1.0089 1.7731 1.5975 -0.522
O 0.5623 -3.0211 0.1748 -0.614
O -2.1377 -3.6167 -0.9012 -0.634
O 2.6937 1.7337 -4.6785 -0.628
O 4.0844 2.6100 1.6456 -0.613
O -1.7545 2.9190 3.9248 -0.628
O 2.5793 -3.5164 -0.8532 -0.566
O -1.7751 -1.9279 1.9292 -0.602
O -0.1023 3.5109 -1.0834 -0.571
O -2.9860 1.2297 -2.6203 -0.566
O 2.8066 0.2470 3.6036 -0.599
O -3.1325 -0.8108 -1.4050 -0.602
```

E_LUMO, Eh: -0.017
ΔE to the lowest compared entry with this formula, charge and spin, kJ/mol: 450.5
Strongest force on any atom, eV/Å: 1.70

Record 4
Below is a cluster of 13 separate species, H26O13 in total, with properties calculated with the ωB97M-V functional and the def2-TZVPD basis.

```
39
Properties=species:S:1:pos:R:3:mulliken_charge:R:1
H -0.0473 -0.0206 0.7282 0.214
H 0.5517 -0.4015 -0.6158 0.396
H -1.4110 -1.1923 -2.0582 0.327
H -2.3138 -1.4148 -3.2605 0.295
H 3.9138 -2.3470 -1.9046 0.325
H 5.4142 -2.3045 -1.6656 0.314
H -4.0237 -1.3697 2.0513 0.298
H -3.0647 -2.5020 1.7222 0.290
H -1.3038 2.3515 1.5116 0.353
H -1.0718 2.4276 3.0117 0.335
H 2.3245 1.6648 2.5475 0.320
H 1.8245 2.9671 1.9443 0.312
H 3.3828 -4.9979 0.2616 0.322
H 2.1901 -4.0627 0.3751 0.314
H -2.6566 -2.5722 -0.9284 0.314
H -2.2880 -1.3205 -0.1490 0.214
H -4.6231 -0.8064 -2.0576 0.309
H -4.3143 -0.1912 -0.7025 0.311
H 1.8677 1.1975 -1.5701 0.342
H 1.2103 1.5960 -0.2590 0.302
H 1.2056 3.7369 -2.0462 0.280
H 1.2814 4.8425 -3.0864 0.305
H 0.5212 3.7490 0.0273 0.211
H -0.4861 3.8352 1.1622 0.355
H 2.0382 -1.7378 3.6260 0.305
H 1.1428 -2.2266 2.4993 0.296
O -0.1047 -0.6838 0.0311 -0.553
O -1.8638 -1.8863 -2.5504 -0.641
O 4.7161 -1.8946 -2.1887 -0.638
O -3.9993 -2.3151 1.8653 -0.579
O -1.4825 2.9036 2.2812 -0.689
O 2.6327 2.5118 2.2061 -0.637
O 3.1533 -4.0651 0.3403 -0.634
O -2.9554 -1.6738 -0.7480 -0.511
O -4.3032 0.0044 -1.6463 -0.634
O 1.0195 1.4582 -1.1937 -0.691
O 0.8840 3.9800 -2.9217 -0.573
O -0.2736 4.2189 0.3040 -0.589
O 1.3125 -1.4586 3.0564 -0.592
```

E_LUMO, Eh: -0.028
ΔE to the lowest compared entry with this formula, charge and spin, kJ/mol: 459.6
Strongest force on any atom, eV/Å: 3.81